Entry 1:
Below is a cluster of 13 separate species, C66H92N6O24S6 in total in a non-equilibrium geometry, with properties calculated with wB97M-V/def2-TZVPD.

Cartesian coordinates (Å):
C  -5.09  2.36  1.70
C  -5.88  1.67  2.60
C  -7.01  2.29  3.11
C  -7.36  3.57  2.68
C  -6.58  4.24  1.76
C  -5.41  3.67  1.30
N  -8.62  4.14  3.14
O  -9.18  4.92  2.42
O  -9.01  3.79  4.21
H  -4.18  1.93  1.32
H  -5.63  0.65  2.82
H  -7.56  1.76  3.88
H  -6.88  5.26  1.49
H  -4.73  4.24  0.70
C  2.25  -5.73  -0.47
C  2.81  -6.93  -0.95
C  3.64  -6.93  -2.03
C  3.79  -5.77  -2.75
C  3.18  -4.59  -2.36
C  2.31  -4.61  -1.29
N  4.58  -5.76  -3.94
O  4.64  -4.76  -4.56
O  5.13  -6.74  -4.22
H  1.64  -5.78  0.42
H  2.65  -7.84  -0.39
H  4.17  -7.81  -2.35
H  3.25  -3.68  -2.95
H  1.69  -3.75  -1.06
C  5.96  0.06  3.93
C  5.80  1.12  3.05
C  4.55  1.74  2.94
C  3.50  1.29  3.73
C  3.60  0.16  4.48
C  4.86  -0.41  4.67
N  2.21  1.94  3.59
O  2.05  2.68  2.73
O  1.39  1.68  4.40
H  6.92  -0.43  4.04
H  6.63  1.51  2.48
H  4.45  2.64  2.34
H  2.73  -0.18  5.02
H  5.02  -1.26  5.33
C  -3.51  3.91  -5.37
C  -2.64  3.56  -4.36
C  -2.35  2.23  -4.10
C  -2.95  1.27  -4.88
C  -3.78  1.59  -5.94
C  -4.08  2.92  -6.17
N  -2.79  -0.14  -4.54
O  -2.92  -0.95  -5.38
O  -2.47  -0.37  -3.45
H  -3.78  4.93  -5.60
H  -2.16  4.34  -3.78
H  -1.59  1.98  -3.37
H  -4.30  0.82  -6.50
H  -4.84  3.19  -6.89
C  -0.80  -0.55  5.67
C  -0.80  -1.42  6.76
C  -1.52  -2.58  6.63
C  -2.10  -2.88  5.43
C  -2.03  -2.06  4.32
C  -1.36  -0.88  4.45
N  -2.92  -4.08  5.36
O  -3.51  -4.25  4.34
O  -2.96  -4.79  6.35
H  -0.30  0.41  5.76
H  -0.27  -1.15  7.66
H  -1.70  -3.29  7.44
H  -2.49  -2.36  3.38
H  -1.19  -0.18  3.65
C  2.40  3.99  -1.60
C  3.76  4.06  -1.39
C  4.62  3.97  -2.49
C  4.11  3.88  -3.77
C  2.75  3.82  -3.99
C  1.90  3.82  -2.89
N  5.02  3.88  -4.90
O  4.57  3.66  -5.97
O  6.17  4.10  -4.70
H  1.68  4.04  -0.78
H  4.22  4.27  -0.43
H  5.66  4.11  -2.26
H  2.34  3.69  -4.98
H  0.82  3.75  -3.02
C  -3.42  -9.17  0.53
C  -4.01  -7.84  0.04
C  -3.07  -7.05  -0.89
C  -3.60  -5.62  -1.12
C  -2.97  -4.60  -0.16
C  -1.49  -4.39  -0.37
H  -3.24  -9.87  -0.30
H  -4.07  -9.70  1.23
H  -2.43  -9.04  0.99
H  -4.97  -7.98  -0.45
H  -4.21  -7.23  0.94
H  -3.00  -7.58  -1.84
H  -2.09  -6.98  -0.41
H  -3.47  -5.34  -2.17
H  -4.67  -5.59  -0.86
H  -3.47  -3.64  -0.34
H  -3.19  -4.94  0.86
H  -1.04  -3.71  0.36
H  -0.84  -5.26  -0.38
H  -1.39  -3.83  -1.32
C  -3.34  6.20  -1.36
C  -3.31  7.19  -0.22
C  -1.86  7.48  0.11
S  -0.87  6.16  -0.67
O  -0.07  5.49  0.32
O  -0.29  6.63  -1.90
C  -2.29  5.16  -1.07
H  -3.13  6.63  -2.35
H  -4.31  5.73  -1.53
H  -3.89  6.89  0.64
H  -3.74  8.14  -0.55
H  -1.69  7.47  1.18
H  -1.45  8.39  -0.33
H  -2.47  4.58  -0.17
H  -2.06  4.50  -1.90
C  4.37  0.62  -2.61
C  4.25  -0.90  -2.83
C  5.43  -1.52  -2.11
S  5.46  -0.66  -0.50
O  6.79  -0.33  -0.08
O  4.56  -1.41  0.34
C  4.64  0.84  -1.15
H  3.44  1.09  -2.94
H  5.15  1.05  -3.24
H  4.32  -1.13  -3.89
H  3.33  -1.27  -2.39
H  6.36  -1.18  -2.57
H  5.39  -2.57  -1.88
H  5.27  1.67  -0.86
H  3.73  0.85  -0.53
C  -1.10  5.21  5.38
C  -2.03  4.00  5.54
C  -3.27  4.21  4.71
S  -2.68  5.12  3.24
O  -3.41  6.37  3.17
O  -2.65  4.21  2.13
C  -1.02  5.43  3.89
H  -0.13  5.00  5.81
H  -1.55  6.11  5.81
H  -2.32  3.74  6.56
H  -1.45  3.16  5.17
H  -3.97  4.84  5.23
H  -3.67  3.30  4.26
H  -0.67  6.39  3.53
H  -0.46  4.63  3.38
C  2.88  -3.67  4.70
C  3.34  -4.26  3.38
C  2.98  -3.19  2.39
S  1.33  -2.67  2.84
O  0.36  -3.47  2.15
O  1.27  -1.23  2.75
C  1.46  -3.16  4.56
H  3.54  -2.83  4.93
H  3.01  -4.34  5.54
H  2.79  -5.18  3.17
H  4.40  -4.46  3.38
H  3.04  -3.32  1.31
H  3.60  -2.32  2.66
H  0.73  -3.93  4.78
H  1.34  -2.27  5.17
C  2.36  -1.16  -7.52
C  1.09  -2.00  -7.37
C  0.24  -1.28  -6.36
S  1.35  -0.60  -5.12
O  1.31  -1.51  -4.00
O  1.07  0.80  -4.96
C  2.82  -0.85  -6.12
H  2.16  -0.27  -8.12
H  3.19  -1.64  -8.03
H  1.39  -3.00  -7.04
H  0.55  -2.14  -8.30
H  -0.55  -1.79  -5.82
H  -0.19  -0.42  -6.88
H  3.33  -1.75  -5.76
H  3.54  -0.06  -5.88
C  0.92  -0.57  -0.37
C  1.05  0.79  0.29
C  -0.28  1.07  0.91
S  -1.48  0.38  -0.28
O  -2.03  1.48  -1.03
O  -2.38  -0.53  0.40
C  -0.29  -0.55  -1.25
H  0.68  -1.32  0.40
H  1.84  -0.93  -0.82
H  1.23  1.52  -0.52
H  1.87  0.91  0.99
H  -0.62  2.08  1.09
H  -0.31  0.41  1.78
H  -0.11  -0.02  -2.19
H  -0.70  -1.52  -1.52

Its spin multiplicity is 1. For the calculated total energy, the calculation gives -193008.0750 eV. Its net charge is 0.

---

Entry 2:
Below is a cluster of 8 separate species, C67H139N7O10 in total in a non-equilibrium geometry, with properties calculated with wB97M-V/def2-TZVPD.

Cartesian coordinates (Å):
C  6.23  1.68  2.18
C  6.08  1.64  0.64
C  5.37  3.02  0.23
C  7.42  1.73  0.08
C  8.27  0.49  0.22
C  7.47  -0.86  0.31
C  5.93  -0.82  -0.23
C  6.08  -0.69  -1.76
C  5.29  -2.07  0.40
N  5.31  0.40  0.26
O  3.94  0.56  0.15
H  6.84  2.49  2.59
H  5.24  1.84  2.60
H  6.67  0.75  2.55
H  5.16  2.85  -0.82
H  4.39  3.09  0.71
H  5.86  4.00  0.28
H  7.42  1.99  -0.98
H  7.92  2.56  0.58
H  8.91  0.43  -0.66
H  8.92  0.48  1.10
H  7.53  -1.35  1.28
H  7.97  -1.51  -0.41
H  6.78  -1.43  -2.16
H  6.43  0.32  -1.98
H  5.20  -0.98  -2.33
H  4.20  -2.06  0.40
H  5.43  -2.26  1.47
H  5.51  -3.00  -0.14
H  3.92  1.22  -0.55
C  4.92  -6.14  -4.13
C  4.42  -4.72  -4.24
C  5.37  -3.77  -3.42
C  4.42  -4.32  -5.74
C  3.74  -2.98  -6.14
C  2.34  -2.99  -5.63
C  2.21  -3.49  -4.16
C  2.28  -2.18  -3.29
C  0.66  -3.97  -4.11
N  3.04  -4.64  -3.81
O  2.87  -4.87  -2.40
H  6.01  -6.09  -4.22
H  4.63  -6.44  -3.13
H  4.59  -6.88  -4.86
H  5.26  -3.92  -2.35
H  6.36  -4.18  -3.59
H  5.21  -2.72  -3.69
H  5.44  -4.37  -6.13
H  3.83  -5.05  -6.30
H  4.21  -2.12  -5.66
H  3.76  -2.95  -7.23
H  1.80  -3.70  -6.25
H  2.04  -1.96  -5.82
H  3.21  -1.64  -3.44
H  2.08  -2.31  -2.22
H  1.56  -1.43  -3.61
H  0.52  -4.95  -4.57
H  -0.02  -3.29  -4.62
H  0.41  -4.12  -3.06
H  2.98  -4.01  -1.97
C  -3.96  -6.70  -5.45
C  -3.76  -6.15  -3.97
C  -2.30  -5.76  -3.81
C  -4.72  -4.88  -3.79
C  -6.23  -5.07  -3.62
C  -6.42  -5.98  -2.45
C  -5.19  -6.97  -2.01
C  -4.47  -6.33  -0.81
C  -5.91  -8.28  -1.51
N  -4.23  -7.22  -3.11
O  -3.30  -8.31  -2.91
H  -3.74  -5.86  -6.11
H  -3.21  -7.48  -5.56
H  -4.90  -7.22  -5.63
H  -1.69  -6.46  -3.25
H  -1.80  -5.54  -4.75
H  -2.15  -4.88  -3.18
H  -4.39  -4.33  -2.91
H  -4.54  -4.09  -4.52
H  -6.72  -4.14  -3.34
H  -6.79  -5.44  -4.47
H  -7.41  -6.41  -2.60
H  -6.56  -5.26  -1.64
H  -3.54  -6.84  -0.54
H  -5.09  -6.23  0.08
H  -4.12  -5.36  -1.15
H  -6.83  -8.11  -0.94
H  -5.25  -8.84  -0.86
H  -6.19  -8.70  -2.47
H  -3.67  -8.94  -3.53
C  -4.26  1.92  0.94
C  -4.46  3.06  2.00
C  -3.07  3.41  2.47
C  -4.98  4.30  1.40
C  -6.47  4.23  0.98
C  -7.23  3.86  2.27
C  -6.77  2.63  3.13
C  -7.43  2.93  4.48
C  -7.23  1.24  2.59
N  -5.31  2.66  3.25
O  -4.95  1.54  3.93
H  -3.92  1.00  1.40
H  -5.22  1.88  0.42
H  -3.61  2.22  0.11
H  -2.83  4.21  3.16
H  -2.80  2.46  2.92
H  -2.42  3.74  1.66
H  -4.91  5.13  2.10
H  -4.27  4.59  0.62
H  -6.84  5.19  0.61
H  -6.53  3.49  0.18
H  -8.23  3.62  1.91
H  -7.27  4.76  2.88
H  -8.51  3.09  4.52
H  -7.01  3.84  4.90
H  -7.29  2.21  5.30
H  -7.36  0.57  3.44
H  -6.61  0.72  1.86
H  -8.25  1.32  2.21
H  -4.57  1.88  4.75
C  2.77  7.53  1.68
C  2.33  7.02  3.03
C  3.50  7.23  3.88
C  1.02  7.81  3.47
C  0.32  7.44  4.79
C  -0.12  5.94  4.71
C  1.07  5.00  4.11
C  1.90  4.65  5.31
C  0.39  3.59  3.72
N  1.82  5.56  2.96
O  2.78  4.62  2.47
H  2.84  8.62  1.76
H  3.58  6.90  1.33
H  1.94  7.26  1.03
H  4.00  8.20  3.90
H  3.34  7.07  4.95
H  4.31  6.59  3.52
H  1.08  8.85  3.18
H  0.30  7.52  2.70
H  0.86  7.70  5.70
H  -0.51  8.14  4.87
H  -1.06  5.86  4.17
H  -0.49  5.64  5.69
H  1.40  4.33  6.22
H  2.46  5.48  5.75
H  2.73  3.98  5.08
H  1.11  2.78  3.60
H  -0.17  3.59  2.79
H  -0.15  3.15  4.56
H  2.34  4.30  1.68
C  -0.08  4.94  -0.53
C  0.44  4.52  -1.99
C  -0.10  3.09  -2.33
C  -0.21  5.50  -2.88
C  0.36  5.63  -4.28
C  1.93  5.73  -4.26
C  2.58  4.60  -3.37
C  2.47  3.28  -4.10
C  3.97  5.29  -3.17
N  1.92  4.55  -2.02
O  2.49  3.78  -1.17
H  -0.28  6.01  -0.48
H  -0.76  4.20  -0.13
H  0.76  4.77  0.14
H  -0.26  2.82  -3.37
H  0.72  2.43  -2.05
H  -1.14  3.04  -2.00
H  -1.25  5.21  -2.96
H  -0.21  6.45  -2.35
H  0.09  4.83  -4.97
H  -0.15  6.52  -4.66
H  2.32  6.67  -3.86
H  2.35  5.64  -5.26
H  3.33  3.03  -4.72
H  1.69  3.07  -4.84
H  2.69  2.44  -3.45
H  4.59  5.30  -4.07
H  4.66  4.71  -2.55
H  4.03  6.28  -2.71
H  2.81  4.43  -0.53
C  0.82  -0.82  2.40
C  -0.18  -1.22  1.24
C  -0.45  0.13  0.42
C  0.65  -2.27  0.31
C  -0.24  -2.92  -0.62
C  -1.37  -3.65  0.20
C  -2.28  -2.85  1.03
C  -3.23  -2.09  0.26
C  -3.05  -3.97  1.86
N  -1.35  -1.92  1.80
O  -2.11  -1.06  2.59
H  0.44  -0.10  3.12
H  1.21  -1.67  2.96
H  1.70  -0.43  1.90
H  0.30  0.18  -0.37
H  -1.43  -0.03  -0.05
H  -0.53  1.03  1.02
H  1.43  -1.72  -0.22
H  1.07  -3.07  0.92
H  -0.65  -2.29  -1.41
H  0.23  -3.74  -1.18
H  -0.94  -4.56  0.62
H  -1.84  -4.28  -0.55
H  -3.83  -1.33  0.77
H  -4.04  -2.70  -0.15
H  -2.91  -1.58  -0.66
H  -2.29  -4.53  2.41
H  -3.75  -4.65  1.37
H  -3.76  -3.46  2.52
H  -1.94  -1.34  3.49
C  -3.65  -4.26  7.76
C  -2.25  -4.24  7.18
C  -2.30  -4.80  5.81
O  -1.77  -3.76  5.01
C  -1.49  -2.63  5.72
O  -1.35  -1.50  5.27
O  -1.85  -2.87  6.97
H  -4.41  -3.66  7.26
H  -3.81  -3.92  8.78
H  -4.06  -5.27  7.76
H  -1.47  -4.74  7.76
H  -3.30  -5.15  5.55
H  -1.57  -5.60  5.69

Its spin multiplicity is 1. For the calculated total energy, the calculation gives -102621.8275 eV. Its SMILES is CC1(C)CCCC(C)(C)N1O.CC1(C)CCCC(C)(C)N1O.CC1(C)CCCC(C)(C)N1O.CC1(C)CCCC(C)(C)N1O.CC1(C)CCCC(C)(C)N1O.CC1(C)CCCC(C)(C)N1O.CC1(C)CCCC(C)(C)N1O.C[C@H]1COC(=O)O1. The calculation puts the energy above the lowest of the compared OMol25 structures with the same formula, charge and spin at 5.963 eV. Its net charge is 0.